# 1
Below is CH6N2O as an isolated structure, with properties calculated with ωB97M-V with the def2-TZVPD basis set.

Last column: natural (NBO) charge in e.
Element x y z (Å)
C1 -1.734 0.191 0.231  0.269
O1 -0.988 -0.524 0.896  -0.544
H1 0.485 -0.753 0.524  0.350
H2 -1.898 1.248 0.484  0.138
H3 -2.496 -0.238 -0.435  0.136
H4 0.134 0.469 -1.654  0.080
N1 1.538 -0.793 0.085  -0.331
N2 2.268 -0.005 0.681  -0.335
H5 3.265 -0.233 0.497  0.296
H6 -0.575 0.638 -1.308  -0.059

Kohn-Sham gap	8.1	eV
total charge	0
energy above the lowest of the compared OMol25 structures with the same formula, charge and spin	112.3	kcal per mole



# 2
Below is a 2-piece molecular cluster, H3O2 overall, with properties calculated with ωB97M-V with the def2-TZVPD basis set.

Last column: natural (NBO) charge in e.
Element x y z (Å)
O1 -0.767 0.804 -0.471  -1.297
H1 -0.958 1.659 0.004  0.400
O2 0.821 -0.838 0.426  -1.049
H2 0.112 -1.388 0.357  0.437
H3 0.415 -0.004 -0.001  0.509

Kohn-Sham gap	8.6	eV
total charge	-1
energy above the lowest of the compared OMol25 structures with the same formula, charge and spin	6.1	kcal per mole



# 3
Below is C23H20BBeBrCaCl6F3Li2O7S as an isolated structure, with properties calculated with ωB97M-V with the def2-TZVPD basis set.

Last column: natural (NBO) charge in e.
Element x y z (Å)
C1 -3.426 -1.747 3.189  -0.648
C2 -2.302 -0.811 2.618  -0.417
C3 -3.014 0.319 1.807  -0.445
C4 -2.079 1.085 0.808  -0.251
C5 -2.909 1.890 -0.256  -0.496
C6 -1.019 0.224 0.102  0.026
C7 0.314 0.705 0.034  -0.220
C8 1.340 -0.052 -0.644  -0.069
Cl1 2.962 0.548 -0.678  -0.120
C9 1.109 -1.302 -1.277  -0.153
S1 2.416 -2.223 -2.084  0.045
C10 -0.218 -1.774 -1.220  -0.100
C11 -1.247 -1.017 -0.552  0.024
C12 -2.644 -1.639 -0.576  0.531
O1 -3.654 -1.023 -0.780  -0.467
C13 -2.697 -3.146 -0.379  -0.173
C14 -3.681 -3.788 0.383  -0.169
C15 -3.607 -5.205 0.453  -0.171
C16 -2.607 -5.951 -0.210  -0.193
C17 -1.618 -5.296 -0.986  -0.212
C18 -1.679 -3.900 -1.041  -0.066
C19 -0.639 -3.129 -1.852  0.547
O2 -0.192 -3.516 -2.895  -0.486
H1 -4.057 -1.990 2.303  0.304
H2 -4.034 -1.244 3.957  0.204
H3 -2.985 -2.706 3.520  0.192
H4 -1.780 -0.422 3.517  0.178
H5 -1.654 -1.475 2.022  0.196
H6 -3.349 1.068 2.558  0.218
H7 -3.950 -0.072 1.358  0.302
H8 -1.532 1.859 1.387  0.204
H9 -2.443 1.670 -1.263  -0.033
H10 -3.958 1.552 -0.208  0.293
H11 -2.871 2.980 -0.059  0.234
H12 0.625 1.681 0.447  0.159
H13 2.767 -1.447 -3.144  0.162
H14 -4.496 -3.210 0.902  0.346
H15 -4.320 -5.794 1.043  0.228
H16 -2.539 -7.042 -0.142  0.221
H17 -0.823 -5.848 -1.493  0.231
F1 -5.579 -1.907 1.475  -0.892
Be1 -2.203 2.342 -2.726  1.190
Cl2 -1.905 2.327 -5.428  -0.614
Li1 4.237 -0.499 1.032  0.885
C20 1.149 0.978 4.834  -0.231
Cl3 -0.051 1.827 5.807  0.112
Cl4 0.617 0.884 3.148  0.027
Cl5 2.706 1.867 4.881  -0.009
Cl6 1.380 -0.649 5.460  0.122
C21 1.191 2.862 -4.416  -0.259
O3 0.744 3.388 -3.247  -0.761
H18 0.670 3.171 -5.337  0.155
H19 2.257 3.047 -4.678  0.136
H20 1.141 1.753 -4.502  0.125
B1 6.624 4.137 -1.793  1.236
O4 6.279 2.895 -1.011  -0.619
C22 5.499 3.255 -0.046  0.754
O5 5.018 2.494 0.792  -0.790
C23 5.265 4.741 -0.098  0.657
O6 4.584 5.353 0.668  -0.493
O7 5.930 5.240 -1.120  -0.607
F2 6.205 4.005 -3.093  -0.502
F3 8.040 4.347 -1.769  -0.580
Ca1 2.900 1.827 1.499  1.729
Br1 0.962 -1.289 1.516  -0.713
Li2 8.833 2.793 -2.519  0.989

Kohn-Sham gap	2.6	eV
total charge	+1
energy above the lowest of the compared OMol25 structures with the same formula, charge and spin	102.3	kcal per mole